133
Properties=species:S:1:pos:R:3:forces:R:3:lowdin_charge:R:1 method="wB97M-V/def2-TZVPD" lumo_ev=-3.6 de_lowest_kcal_mol=42.7 fmax_ev_per_a=1.2 homo_lumo_gap_ev=5.4 charge=+1 e_homo_ev=-8.99
Ir -1.040790 0.157088 0.167776 0.6 0.3 0.1 1.044
C 2.196619 -7.112827 -5.515467 0.0 0.0 0.0 -0.072
O 2.772507 -6.716714 -4.279047 0.0 0.0 0.0 -0.074
C 2.209166 -5.671082 -3.630224 0.0 0.0 -0.1 -0.280
C 2.776242 -5.339181 -2.400629 0.0 0.0 0.0 0.019
C 2.273360 -4.281616 -1.670229 0.0 0.0 0.1 -0.026
C 1.197159 -3.526476 -2.134714 0.0 0.0 0.0 -0.220
C 0.634937 -3.874607 -3.353948 0.0 0.0 -0.1 -0.029
C 1.132029 -4.932696 -4.109409 0.0 0.1 0.1 0.006
C 0.620759 -2.367646 -1.367948 0.1 -0.1 0.1 -0.095
C -0.694485 -2.636003 -0.840618 0.0 -0.1 -0.1 -0.221
C -1.336578 -3.925403 -0.900320 0.2 0.1 -0.1 0.004
C -2.608991 -3.744271 -0.479023 -0.1 0.2 0.0 0.010
C -2.737382 -2.351511 -0.140909 -0.1 -0.2 0.0 -0.224
N -1.526578 -1.719624 -0.341689 0.1 -0.2 0.1 -0.045
C -3.874500 -1.742203 0.346862 -0.1 0.1 0.1 -0.033
C -3.899858 -0.457776 0.930891 -0.1 0.0 -0.1 -0.216
C -5.021119 0.125374 1.585417 0.0 -0.1 -0.1 -0.006
C -4.566699 1.216264 2.253543 0.1 0.1 0.0 -0.016
C -3.174023 1.345061 1.954577 0.0 0.0 0.0 -0.202
C -2.323339 2.425253 2.345394 -0.2 0.1 0.0 0.010
C -2.425792 3.096380 3.656273 -0.1 -0.1 0.0 -0.131
C -1.301907 3.771782 4.151395 -0.1 0.0 0.0 -0.018
C -1.275949 4.363145 5.405091 0.0 0.0 0.0 0.002
C -2.390583 4.270186 6.230745 0.0 0.0 0.0 -0.275
O -2.473301 4.787979 7.468969 0.0 0.1 0.0 -0.060
C -1.373591 5.552012 7.950099 0.0 -0.1 0.0 -0.062
C -3.510863 3.561154 5.786102 0.0 0.0 0.0 0.021
C -3.518909 2.982159 4.543458 0.0 0.0 -0.1 0.000
C -1.361422 2.901812 1.442549 0.0 0.0 0.2 -0.250
N -0.736550 2.124947 0.506612 -0.2 0.1 0.0 -0.055
C -0.014536 2.946963 -0.259334 0.2 0.0 -0.2 -0.237
C 0.982831 2.499317 -1.209437 -0.2 0.4 0.1 -0.102
C 1.592963 3.582836 -2.049038 0.1 0.0 0.0 -0.220
C 2.569298 4.449443 -1.552866 0.0 0.0 0.0 -0.031
C 3.167426 5.390327 -2.365789 0.0 0.0 0.0 0.017
C 2.798435 5.491024 -3.707463 -0.1 0.1 -0.1 -0.280
O 3.454058 6.426057 -4.434801 0.1 -0.1 0.0 -0.074
C 3.187191 6.489255 -5.829322 0.0 0.0 0.1 -0.070
C 1.795369 4.667575 -4.205691 0.0 0.0 0.1 0.006
C 1.208603 3.718888 -3.373158 0.0 0.0 0.0 -0.020
C 1.456951 1.254132 -1.362784 0.2 -0.4 0.1 -0.226
C 2.679783 0.979747 -2.180390 0.1 0.0 0.0 -0.130
C 2.600594 -1.103681 -2.142687 0.1 0.0 0.1 -0.140
C 1.335352 -1.220996 -1.343768 -0.2 0.2 -0.2 -0.252
N 0.915033 0.040016 -0.671383 0.1 -0.1 -0.4 -0.209
C -0.224556 4.304596 0.117975 0.1 0.0 0.0 0.004
C -1.038804 4.276318 1.215384 0.1 -0.1 0.0 -0.002
N -2.802611 0.348729 1.086554 -0.1 0.1 0.2 -0.047
C -5.135930 -2.520044 0.285545 0.0 -0.1 0.0 -0.198
C -5.888779 -2.816666 1.426596 0.1 0.0 0.1 -0.029
C -7.052814 -3.547333 1.342167 0.0 0.0 0.0 0.014
C -7.511044 -3.994987 0.102486 0.0 0.0 -0.1 -0.279
O -8.671789 -4.688926 0.117908 0.0 0.0 -0.1 -0.072
C -9.168122 -5.175333 -1.120875 0.0 0.0 0.1 -0.071
C -6.771859 -3.721296 -1.043866 0.0 0.0 0.0 -0.001
C -5.590164 -2.997192 -0.938105 -0.1 0.1 0.0 -0.020
H 2.765933 -7.973774 -5.850761 0.0 0.0 0.0 0.095
H 2.271931 -6.316643 -6.259392 0.0 0.0 0.0 0.096
H 1.149983 -7.396762 -5.388359 0.0 0.0 0.0 0.096
H 3.610324 -5.925827 -2.038290 0.0 0.0 0.0 0.124
H 2.730443 -4.041316 -0.719598 0.0 0.0 0.0 0.096
H -0.207014 -3.305733 -3.730965 0.0 0.0 0.0 0.108
H 0.671796 -5.165714 -5.058123 0.0 0.0 0.0 0.106
H -0.877349 -4.845756 -1.221395 0.0 0.0 0.0 0.117
H -3.383007 -4.487672 -0.384001 0.0 0.0 0.0 0.119
H -6.038299 -0.220471 1.529746 0.0 0.0 0.0 0.115
H -5.177912 1.917640 2.789862 0.0 0.0 -0.1 0.099
H -0.401869 3.806167 3.559035 0.1 0.0 0.0 0.093
H -0.377547 4.865476 5.731790 0.0 0.0 0.0 0.103
H -1.666061 5.914774 8.929557 0.0 0.0 0.0 0.096
H -1.168437 6.399511 7.293947 0.0 0.0 0.0 0.098
H -0.480399 4.931341 8.043323 0.0 0.0 0.0 0.095
H -4.363815 3.476610 6.446188 0.0 0.0 0.0 0.128
H -4.398272 2.433372 4.263986 0.0 0.0 0.1 0.083
H 2.867250 4.398599 -0.512379 0.0 0.0 0.0 0.109
H 3.924421 6.063482 -1.984924 0.0 0.0 0.0 0.124
H 3.938129 7.148221 -6.252789 0.0 0.0 0.0 0.094
H 2.193389 6.900754 -6.017424 0.0 0.0 0.0 0.098
H 3.270206 5.506044 -6.294412 0.0 0.0 0.0 0.093
H 1.451057 4.758675 -5.224775 0.0 0.0 0.0 0.107
H 0.431403 3.075933 -3.767944 0.0 0.0 0.0 0.077
H 3.192666 1.879967 -2.502208 0.0 0.0 0.0 0.162
H 3.015822 -2.060074 -2.433255 0.0 0.0 0.0 0.154
H 0.191096 5.168841 -0.373462 0.0 0.0 0.0 0.114
H -1.444403 5.114204 1.757329 0.0 0.0 0.0 0.121
H -5.532997 -2.503897 2.400098 0.0 0.1 0.0 0.124
H -7.627514 -3.791498 2.225786 0.0 0.0 0.0 0.124
H -10.108878 -5.666709 -0.895186 0.0 0.0 0.0 0.094
H -8.476728 -5.894997 -1.564167 0.0 0.0 0.0 0.097
H -9.348036 -4.358878 -1.822975 0.0 0.0 0.0 0.095
H -7.097082 -4.063101 -2.014907 0.0 0.0 0.0 0.105
H -5.023045 -2.777024 -1.834636 0.0 0.0 0.0 0.128
I 0.360420 0.013616 -4.074162 0.0 0.0 0.0 1.105
C 2.356262 -0.071082 -3.279664 0.0 0.0 -0.1 -0.621
C 3.292897 -0.155536 -4.445899 -0.3 0.0 0.1 -0.118
C 4.616023 -0.188753 -4.366543 0.5 0.0 0.2 -0.058
C 5.410832 -0.146463 -3.146587 0.1 0.0 -0.7 -0.011
C 5.004087 -0.112578 -1.872786 -0.1 0.0 0.6 -0.115
C 6.076699 -0.049110 -0.874304 -0.1 0.0 -0.6 -0.022
C 5.869074 -0.017424 0.435986 -0.3 0.0 0.5 -0.050
C 4.501044 -0.060165 0.924570 0.5 0.0 0.3 -0.044
C 3.448671 -0.116326 0.109924 -0.2 0.0 -0.6 -0.195
P 1.830135 -0.117009 0.851864 -1.1 0.2 0.2 1.131
C 1.364663 -1.644802 1.665795 0.3 -0.2 -0.1 -0.307
C 0.185100 -1.760780 2.407364 0.0 -0.2 0.0 -0.114
C -0.174004 -2.994747 2.918643 0.0 0.0 0.0 -0.048
C 0.632136 -4.108711 2.702407 0.0 0.0 0.0 -0.049
C 1.819357 -3.988790 1.998678 0.0 0.0 0.0 -0.061
C 2.184222 -2.753095 1.485289 0.1 0.0 0.1 -0.086
C 1.877204 1.186306 2.106942 0.2 0.0 0.0 -0.271
C 1.695152 0.865747 3.454844 -0.2 0.0 0.0 -0.057
C 1.903376 1.826544 4.436442 0.0 0.0 0.0 -0.059
C 2.306646 3.105236 4.089724 0.0 0.0 0.0 -0.073
C 2.526566 3.421155 2.754846 0.0 0.0 0.0 -0.051
C 2.335057 2.463251 1.775990 0.0 -0.1 0.0 -0.073
C 3.551806 -0.099373 -1.414987 0.1 0.0 0.1 -0.184
H 2.845703 -0.212754 -5.428799 0.0 0.0 0.0 0.071
H 5.166133 -0.251624 -5.297355 0.1 0.0 0.0 0.111
H 6.485359 -0.139037 -3.292274 0.0 0.0 -0.1 0.114
H 7.092894 -0.027116 -1.249617 0.0 0.0 -0.1 0.120
H 6.696658 0.036075 1.128985 -0.1 0.0 0.1 0.111
H 4.331838 -0.047003 1.997867 0.1 0.0 0.0 0.123
H -0.462868 -0.906959 2.548033 0.0 0.0 -0.1 0.084
H -1.099657 -3.091022 3.470726 0.0 0.0 0.0 0.115
H 0.331689 -5.073655 3.090172 0.0 0.0 0.0 0.113
H 2.453614 -4.851002 1.839800 0.0 0.0 0.0 0.113
H 3.113882 -2.643474 0.939875 0.0 0.0 0.0 0.104
H 1.411073 -0.130584 3.755406 0.0 0.0 0.0 0.097
H 1.755043 1.562946 5.475563 0.0 0.0 0.0 0.114
H 2.471637 3.850689 4.857843 0.0 0.0 0.0 0.112
H 2.870956 4.409481 2.476992 0.0 0.0 0.0 0.115
H 2.572988 2.694433 0.752649 0.0 0.0 -0.1 0.087